Model A:
The ion H2NO3S with charge -1. Source: the Open Molecules 2025 dataset; level of theory: the ωB97M-V functional and the def2-TZVPD basis.

Values from the calculation:
structure (SMILES)	NS(=O)(=O)[O-]
HOMO	-4.7	eV
frontier orbital gap	8.84	eV
multiplicity	1
net charge	-1

Each line ends with the Mulliken charge.
Cartesian coordinates (Å):
O: -1.40464 -0.24151 1.00975  -0.67
O: -0.65951 1.18032 -0.77657  -0.76
H: 1.12882 0.82967 -0.11446  0.31
N: 1.08338 -0.10392 0.14384  -0.64
H: 1.20511 -0.13696 1.12820  0.26
S: -0.57401 -0.20951 -0.21602  1.14
O: -0.77915 -1.31808 -1.17475  -0.66

---

Model B:
A cluster of 2 separate species, H2NO3S in total. Source: the Open Molecules 2025 dataset; level of theory: the ωB97M-V functional and the def2-TZVPD basis.

Values from the calculation:
HOMO	-3.5	eV
frontier orbital gap	7.65	eV
multiplicity	1
net charge	-1

Each line ends with the Mulliken charge.
Cartesian coordinates (Å):
S: -2.93824 -0.14474 0.38094  0.43
O: 0.41880 -0.11642 0.60032  -0.79
O: -4.10091 -0.79567 -0.22106  -0.57
N: -1.73478 0.40804 -0.52905  -0.57
H: 0.76072 -0.25955 -0.20733  0.25
O: -2.77392 1.37248 -0.07983  -0.28
H: -0.47282 0.09679 0.25381  0.53

---

Preferred: model A; penalty for the next structure: 345.5 kJ/mol.